# 1
A gas-phase ion, C6H7O4S (charge -1) at a distorted geometry. Source: the OMol25 dataset; level of theory: ωB97M-V/def2-TZVPD.

As for the multiplicity: 1. Its relative energy (zero: lowest compared OMol25 entry of this formula, charge and spin) is 52.2 kcal/mol. The SMILES is C=C/C=C\CC(=O)S(=O)(=O)[O-]. Its frontier orbital gap is 8.46 eV. Its charge is -1.

Last column: Mulliken charge in e.
Element x y z (Å)
S  2.20287  -0.19471  0.49528  1.121
O  0.35259  1.71263  1.09634  -0.520
O  2.41493  0.54279  -0.74845  -0.615
O  3.20422  0.06576  1.53810  -0.666
O  1.86143  -1.67770  0.29361  -0.707
C  -1.77139  -0.33610  0.77432  -0.426
C  0.03080  1.02055  -1.91495  -0.452
C  -0.55225  -0.46603  1.50420  -0.383
C  0.49075  0.55254  0.99095  0.162
C  -1.71435  -0.33311  -0.48460  -0.050
C  -0.64600  -0.10461  -1.47817  -0.237
H  -2.59848  -0.26705  -1.13702  0.254
H  0.69027  0.99109  -2.76958  0.276
H  -0.00464  1.93436  -1.14561  0.177
H  -0.14732  -1.45134  1.22009  0.270
H  -0.61876  -0.39394  2.56599  0.413
H  -0.40526  -1.16550  -2.00793  0.107
H  -2.78942  -0.42962  1.20743  0.275

---

# 2
A single C6H7OP molecule at a distorted geometry. Source: the OMol25 dataset; level of theory: ωB97M-V/def2-TZVPD.

As for the multiplicity: 1. Its relative energy (zero: lowest compared OMol25 entry of this formula, charge and spin) is 0.0 kcal/mol. The SMILES is O=[PH2]c1ccccc1. Its frontier orbital gap is 10.45 eV.

Last column: Mulliken charge in e.
Element x y z (Å)
P  1.38019  1.91084  0.24862  0.426
O  2.78231  2.15898  -0.16702  -0.631
C  -1.09674  -1.73387  -0.06131  -0.303
C  0.40002  0.44330  0.00388  0.564
C  -0.93625  0.58755  0.40714  -0.446
C  -1.70100  -0.56494  0.34841  -0.446
C  0.19201  -1.85745  -0.52844  -0.450
C  0.97887  -0.70726  -0.45391  -0.350
H  -1.81279  -2.56100  -0.15487  0.278
H  0.49389  -2.84552  -0.92621  0.342
H  1.83156  -0.64197  -1.12706  0.320
H  -1.19866  1.63006  0.64748  0.276
H  0.42460  2.89289  -0.32235  0.041
H  -2.79773  -0.57721  0.51486  0.320
H  1.05971  1.86559  1.57078  0.060

---

# 3
A single C6H7OPS molecule at a distorted geometry. Source: the OMol25 dataset; level of theory: ωB97M-V/def2-TZVPD.

As for the multiplicity: 1. Its relative energy (zero: lowest compared OMol25 entry of this formula, charge and spin) is 18.7 kcal/mol. Its frontier orbital gap is 7.13 eV.

Last column: Mulliken charge in e.
Element x y z (Å)
S  0.24928  2.78800  0.38159  -0.326
P  -1.02256  0.53074  -0.85732  0.621
O  -1.14375  0.59989  -2.27995  -0.592
C  3.85358  -0.73564  -0.93201  0.372
C  -2.48909  0.51475  0.22222  -0.768
C  0.43302  -0.45462  -0.05532  -0.386
C  1.63365  1.81803  0.04007  -0.312
C  2.82332  -0.23154  -0.57426  -0.995
C  1.59204  0.44951  -0.18247  -0.054
H  0.02284  -0.47176  1.03356  0.297
H  2.57544  2.25040  -0.17775  0.418
H  -2.48528  1.43907  0.91514  0.297
H  -3.47068  0.26914  -0.27108  0.336
H  0.45489  -1.46272  -0.53412  0.366
H  4.71128  -1.26949  -1.31436  0.445
H  -2.14549  -0.41494  0.83573  0.281

---

# 4
2 unconnected molecules or ions with the total composition C6H7P at a distorted geometry. Source: the OMol25 dataset; level of theory: ωB97M-V/def2-TZVPD.

As for the multiplicity: 1. Its relative energy (zero: lowest compared OMol25 entry of this formula, charge and spin) is 201.6 kcal/mol. Its frontier orbital gap (alpha / beta) is 7.70 / 6.11 eV.

Last column: Mulliken charge in e.
Element x y z (Å)
P  -0.10648  -1.47246  0.35256  -0.144
C  -0.93472  0.99053  0.24214  -0.423
C  1.05111  -0.17545  0.15702  0.019
C  -2.72503  -0.75013  -0.06593  -0.819
C  -1.50503  -0.28850  0.33841  0.457
C  0.46060  1.09607  0.39815  -0.271
C  3.57915  -0.21529  0.14610  -0.376
H  -3.03514  -1.75938  -0.04266  0.283
H  0.85041  2.11916  0.47091  0.343
H  3.56655  0.91377  0.21643  0.152
H  -3.56236  -0.19383  -0.40681  0.289
H  4.10593  -0.48378  -0.80693  0.213
H  -1.56310  1.93443  -0.04509  0.238
H  -0.18191  -1.71514  -0.95430  0.038

---

# 5
A single C6H8 molecule at a distorted geometry. Source: the OMol25 dataset; level of theory: ωB97M-V/def2-TZVPD.

As for the multiplicity: 1. Its relative energy (zero: lowest compared OMol25 entry of this formula, charge and spin) is 57.1 kcal/mol. The SMILES is C=CC(=C)C=C. Its frontier orbital gap is 10.44 eV.

Last column: Mulliken charge in e.
Element x y z (Å)
C  0.31885  0.00628  1.20058  -0.201
C  0.68535  -0.97002  -1.79168  -0.592
C  0.59592  0.17452  -1.15987  -0.327
C  -0.12681  0.64598  0.01324  0.203
C  -1.17104  1.47219  0.06794  -0.629
C  -0.29414  -1.10861  1.70019  -0.761
H  -1.52396  2.06753  0.89574  0.342
H  -1.07856  -1.59809  1.25756  0.367
H  -1.64217  1.79120  -0.97597  0.198
H  1.26214  0.30202  1.71396  0.261
H  0.03484  -1.80537  -1.65978  0.266
H  0.21813  -1.67179  2.48319  0.252
H  1.35057  -1.22745  -2.60559  0.257
H  1.33019  0.81989  -1.29154  0.365

---

# 6
A single C6H8 molecule. Source: the OMol25 dataset; level of theory: ωB97M-V/def2-TZVPD.

As for the multiplicity: 1. Its relative energy (zero: lowest compared OMol25 entry of this formula, charge and spin) is 37.3 kcal/mol. The SMILES is C=C=C1CCC1. Its frontier orbital gap is 10.14 eV.

Last column: Mulliken charge in e.
Element x y z (Å)
C  -0.97270  -0.95234  -0.03383  -0.538
C  -0.58076  1.20656  -0.13314  -0.538
C  0.24307  -0.04997  0.08510  0.319
C  1.51566  -0.25601  0.24376  0.262
C  -1.78445  0.29098  -0.48911  -0.464
C  2.77947  -0.45013  0.50159  -1.031
H  -0.89470  -1.78997  -0.73302  0.284
H  -0.71762  1.79595  0.77974  0.224
H  -0.21503  1.86712  -0.92569  0.270
H  -2.71034  0.48518  0.05987  0.257
H  -1.28758  -1.34246  0.94109  0.212
H  -1.99665  0.27854  -1.56204  0.256
H  3.08507  -0.55435  1.53719  0.239
H  3.53658  -0.52909  -0.27151  0.248

---

# 7
A single C6H8 molecule. Source: the OMol25 dataset; level of theory: ωB97M-V/def2-TZVPD.

As for the multiplicity: 1. Its relative energy (zero: lowest compared OMol25 entry of this formula, charge and spin) is 89.5 kcal/mol. Its frontier orbital gap is 10.32 eV.

Last column: Mulliken charge in e.
Element x y z (Å)
C  0.86678  0.76119  -0.69870  -0.608
C  -1.13318  -1.71793  -0.43351  -1.002
C  -0.66453  -0.80885  0.64549  0.750
C  1.20445  1.36285  0.60265  -0.533
C  -0.17929  0.72892  0.41793  0.098
C  -0.43523  -0.41607  1.84385  -1.043
H  0.63758  1.40132  -1.54470  0.238
H  -0.97782  1.46162  0.31400  0.395
H  1.23392  2.44965  0.68127  0.249
H  -1.97370  -1.27279  -0.97580  0.302
H  -1.47091  -2.66794  -0.00398  0.300
H  1.89662  0.84240  1.25357  0.259
H  -0.33358  -1.93630  -1.15002  0.300
H  1.32889  -0.18808  -0.95205  0.296

---

# 8
A single C6H8 molecule. Source: the OMol25 dataset; level of theory: ωB97M-V/def2-TZVPD.

As for the multiplicity: 1. Its relative energy (zero: lowest compared OMol25 entry of this formula, charge and spin) is 12.9 kcal/mol. The SMILES is C1=C[C@H]2C[C@H]2C1. Its frontier orbital gap is 10.01 eV.

Last column: Mulliken charge in e.
Element x y z (Å)
C  -0.65873  1.41721  0.11534  -0.354
C  0.62250  -0.45742  -0.65218  -0.054
C  0.66768  -0.36793  0.85880  -0.105
C  -0.14465  0.84173  1.20247  -0.544
C  0.05847  -1.57096  0.17203  -0.833
C  -0.38001  0.59894  -1.12814  -0.750
H  -1.01798  -1.72705  0.15967  0.237
H  1.53405  -0.61351  -1.22116  0.376
H  1.58157  -0.54293  1.42001  0.376
H  0.64230  -2.48798  0.21739  0.260
H  -0.02196  1.18664  -1.97919  0.353
H  -0.23913  1.22455  2.21475  0.423
H  -1.31428  0.11653  -1.45116  0.236
H  -1.23710  2.33724  0.10027  0.378

---

# 9
A single C6H8 molecule at a distorted geometry. Source: the OMol25 dataset; level of theory: ωB97M-V/def2-TZVPD.

As for the multiplicity: 1. Its relative energy (zero: lowest compared OMol25 entry of this formula, charge and spin) is 72.9 kcal/mol. The SMILES is C#C[C@H](C)C=C. Its frontier orbital gap is 10.74 eV.

Last column: Mulliken charge in e.
Element x y z (Å)
C  -2.27153  -0.76887  -0.11815  -0.622
C  0.11176  0.04204  -0.38017  0.526
C  -1.00123  -0.64718  0.34375  -0.205
C  2.61558  -1.02824  0.02459  -0.070
C  0.32520  1.46988  0.17933  -1.150
C  1.43908  -0.61491  -0.18967  -0.745
H  0.50928  1.36707  1.27395  0.301
H  3.76933  -1.12895  0.05836  0.349
H  1.26726  1.88126  -0.30485  0.313
H  -0.52919  -1.27142  1.31866  0.195
H  -3.08944  -1.34649  0.43249  0.259
H  -0.38308  2.20638  -0.07146  0.379
H  -0.12055  -0.04969  -1.48463  0.279
H  -2.64250  -0.11089  -1.08219  0.193

---

# 10
A single C6H8 molecule. Source: the OMol25 dataset; level of theory: ωB97M-V/def2-TZVPD.

As for the multiplicity: 1. Its relative energy (zero: lowest compared OMol25 entry of this formula, charge and spin) is 50.0 kcal/mol. The SMILES is C#CCC1CC1. Its frontier orbital gap is 11.10 eV.

Last column: Mulliken charge in e.
Element x y z (Å)
C  1.26062  0.54793  0.21075  -0.392
C  -0.34300  0.16939  -2.32413  -0.188
C  -0.66811  -0.58072  -1.43884  -0.218
C  0.37683  -0.53437  0.77859  -0.094
C  0.16109  0.90969  1.16435  -0.556
C  -0.67907  -1.23678  -0.13262  -0.692
H  0.79495  -1.20799  1.52635  0.370
H  -0.70979  1.39253  0.72440  0.247
H  0.39037  1.25958  2.17056  0.269
H  -0.05446  0.82583  -3.11020  0.390
H  -0.45624  -2.30719  -0.25468  0.352
H  1.03992  0.76420  -0.82970  -0.012
H  2.31170  0.65549  0.46543  0.257
H  -1.67823  -1.17556  0.32249  0.267